{
  "formula": "C32H44BrF9N2O10S3",
  "method": "ωB97M-V with the def2-TZVPD basis set",
  "e_tot_ha": -6774.92561,
  "orbital_gap_ev": 9.50,
  "smiles": "CCC[C@H](C)[C@@]1(O)[C@H](S(=O)(=O)C(F)(F)C(F)(F)C(F)(F)C(F)(F)F)OS(=O)(=O)[C@@](CC)(N=C=S)[C@]1(CCCBr)c1ccncc1.CCOC(C)=O.CCOC(C)=O",
  "total_charge": 0,
  "species": ["C", "C", "C", "C", "C", "C", "O", "C", "S", "O", "O", "C", "F", "F", "C", "F", "F", "C", "F", "F", "C", "F", "F", "F", "O", "S", "O", "O", "C", "C", "C", "N", "C", "S", "C", "C", "C", "C", "Br", "C", "C", "C", "N", "C", "C", "H", "H", "H", "H", "H", "H", "H", "H", "H", "H", "H", "H", "H", "H", "H", "H", "H", "H", "H", "H", "H", "H", "H", "H", "H", "H", "H", "H", "C", "C", "O", "C", "C", "O", "H", "H", "H", "H", "H", "H", "H", "H", "C", "C", "O", "C", "C", "O", "H", "H", "H", "H", "H", "H", "H", "H"],
  "positions_angstrom": [[0.923, -2.674, 4.461], [-0.440, -1.983, 4.482], [-1.025, -1.408, 3.164], [-0.405, -1.902, 1.844], [0.923, -1.153, 1.606], [-1.262, -2.053, 0.545], [-0.376, -2.771, -0.311], [-2.509, -3.008, 0.645], [-2.384, -4.414, 1.774], [-1.546, -5.430, 1.203], [-2.084, -4.085, 3.133], [-4.127, -5.086, 1.791], [-4.772, -4.326, 2.700], [-4.757, -4.926, 0.631], [-4.190, -6.567, 2.289], [-5.350, -6.679, 2.975], [-3.202, -6.854, 3.137], [-4.285, -7.611, 1.149], [-3.361, -7.351, 0.214], [-5.490, -7.530, 0.577], [-4.070, -9.092, 1.646], [-4.890, -9.883, 0.949], [-2.835, -9.489, 1.391], [-4.359, -9.248, 2.925], [-2.610, -3.702, -0.602], [-3.021, -2.788, -1.869], [-2.077, -3.068, -2.901], [-4.395, -3.064, -2.132], [-2.853, -0.999, -1.313], [-2.615, -0.251, -2.626], [-3.656, -0.495, -3.746], [-4.206, -0.734, -0.830], [-4.759, 0.327, -0.935], [-5.473, 1.698, -1.072], [-1.722, -0.752, -0.195], [-2.271, 0.277, 0.843], [-3.433, -0.028, 1.808], [-3.280, 0.765, 3.129], [-4.781, 1.986, 3.409], [-0.523, -0.055, -0.901], [0.337, -0.710, -1.801], [1.389, -0.010, -2.378], [1.700, 1.269, -2.148], [0.881, 1.906, -1.311], [-0.215, 1.294, -0.704], [1.031, -3.456, 3.714], [1.716, -1.936, 4.359], [1.092, -3.134, 5.434], [-0.370, -1.160, 5.194], [-1.158, -2.669, 4.923], [-0.937, -0.326, 3.213], [-2.071, -1.695, 3.185], [-0.078, -2.920, 2.068], [0.787, -0.101, 1.858], [1.705, -1.550, 2.243], [1.269, -1.228, 0.583], [-0.219, -3.654, 0.047], [-3.470, -2.508, 0.777], [-2.480, 0.815, -2.454], [-1.696, -0.583, -3.095], [-3.338, -1.300, -4.397], [-3.777, 0.426, -4.310], [-4.640, -0.758, -3.364], [-2.599, 1.138, 0.262], [-1.427, 0.622, 1.429], [-3.604, -1.064, 2.081], [-4.379, 0.324, 1.420], [-2.376, 1.362, 3.158], [-3.283, 0.116, 3.996], [0.163, -1.734, -2.072], [2.022, -0.541, -3.081], [1.085, 2.942, -1.128], [-0.797, 1.942, -0.069], [5.435, 5.848, 1.579], [5.279, 4.384, 1.230], [3.958, 3.907, 1.510], [2.942, 4.015, 0.637], [3.112, 4.907, -0.568], [1.912, 3.442, 0.891], [4.783, 6.475, 0.973], [6.464, 6.169, 1.416], [5.175, 6.014, 2.625], [5.555, 4.178, 0.196], [5.935, 3.782, 1.857], [2.761, 5.908, -0.321], [2.501, 4.511, -1.378], [4.134, 4.970, -0.941], [5.419, 5.953, -6.045], [5.613, 7.137, -5.122], [5.168, 6.854, -3.790], [5.940, 6.267, -2.866], [7.236, 5.612, -3.280], [5.539, 6.216, -1.731], [6.015, 5.096, -5.732], [5.703, 6.216, -7.064], [4.375, 5.642, -6.042], [6.644, 7.494, -5.116], [4.996, 7.971, -5.453], [7.041, 4.565, -3.510], [7.926, 5.666, -2.441], [7.720, 6.084, -4.131]]
}